{
  "formula": "H4O3Si",
  "method": "the ωB97M-V functional and the def2-TZVPD basis",
  "e_lumo_ev": -0.42,
  "de_lowest_kj_mol": 195.9,
  "orbital_gap_ev": 10.57,
  "energy_ev": -14086.339,
  "symbols": ["O", "O", "O", "Si", "H", "H", "H", "H"],
  "coordinates": [[-1.319, 0.868, -0.379], [1.202, 0.702, -0.464], [-0.086, -1.647, -0.296], [-0.079, -0.059, 0.136], [-2.218, 0.702, -0.336], [1.846, 1.562, 0.458], [0.575, -2.159, -0.736], [0.080, 0.033, 1.619]]
}